(1)
Molecular formula: C4H10F3O7S2Sn
Method: DFT, ωB97M-V/def2-TZVPD

Last column: Mulliken charge in e.
CARTESIAN COORDINATES (ANGSTROEM)
Sn  0.207  -1.621  0.481  1.594
C  -0.018  -6.683  2.552  0.598
F  0.975  -7.590  2.685  -0.182
F  -0.609  -6.709  1.339  -0.216
F  -1.029  -6.871  3.396  -0.192
S  0.755  -4.958  2.861  1.179
O  2.117  -4.924  2.358  -0.692
O  -0.183  -4.085  2.113  -0.648
O  0.801  -4.732  4.331  -0.617
O  0.490  0.530  -1.572  -0.464
S  0.633  1.811  -2.337  0.907
O  1.107  1.840  -3.710  -0.517
O  -0.872  2.614  -2.256  -0.310
C  -1.043  3.760  -3.046  -0.356
C  -1.394  4.998  -2.171  -1.037
C  1.636  2.960  -1.287  -0.839
H  -1.807  3.551  -3.794  0.352
H  -0.195  3.961  -3.701  0.370
H  -0.736  5.189  -1.323  0.274
H  -2.404  4.951  -1.763  0.326
H  -1.448  5.901  -2.780  0.347
H  2.663  2.601  -1.228  0.374
H  1.116  2.935  -0.330  0.337
H  1.513  3.972  -1.675  0.290
O  -0.555  -1.172  3.288  -0.487
H  -1.073  -1.840  3.736  0.324
H  -0.649  -0.390  3.832  0.285

Properties
**Gap between HOMO and LUMO**: 0.1557 Eh
**Energy**: -1994.95911 a.u.
**Largest force on an atom**: 0.0919 hartree/bohr
**Total charge**: +1
**M**: 409.96 g/mol

***

(2)
Molecular formula: C4H10FN3
Method: DFT, ωB97M-V/def2-TZVPD

Last column: Mulliken charge in e.
CARTESIAN COORDINATES (ANGSTROEM)
C  0.113  -0.300  -0.009  0.385
C  -0.172  2.248  -2.028  0.528
C  -0.470  -2.581  0.666  -0.752
C  0.200  -0.854  2.354  -0.629
N  -0.172  -1.158  0.996  0.108
N  0.129  3.278  -2.702  -0.205
N  0.552  0.886  0.047  -0.434
F  -0.762  1.286  -2.566  -0.088
H  -0.188  -0.586  -1.041  0.267
H  -0.814  -2.679  -0.300  0.329
H  0.588  -2.960  0.561  0.411
H  -1.088  -3.166  1.280  0.317
H  0.435  0.200  2.255  0.198
H  -0.714  -1.075  2.952  0.365
H  1.056  -1.539  2.787  0.338
H  0.682  4.166  -2.475  0.323
H  -0.230  3.453  -3.637  0.318
H  0.856  1.381  0.859  0.220

Properties
**Gap between HOMO and LUMO (spin up / spin down)**: 0.3270 / 0.2752 Eh
**Energy**: -421.69610 a.u.
**Largest force on an atom**: 0.0661 hartree/bohr
**Total charge**: +2
**M**: 119.14 g/mol

***

(3)
Molecular formula: C4H10FNNbO3
Method: DFT, ωB97M-V/def2-TZVPD

Last column: Mulliken charge in e.
CARTESIAN COORDINATES (ANGSTROEM)
C  0.286  -1.792  1.337  -0.594
O  -0.965  -2.054  0.794  -0.355
C  -1.140  -1.479  -0.509  -0.748
Nb  -1.620  0.760  -0.519  -0.617
C  0.523  1.315  -1.173  0.338
O  0.631  2.048  -2.130  -0.454
N  1.825  0.837  -0.560  -0.286
C  2.302  1.582  0.465  0.626
O  2.149  2.746  0.707  -0.519
F  3.116  0.820  1.259  -0.271
H  0.451  -0.727  1.485  0.184
H  0.334  -2.285  2.300  0.270
H  1.091  -2.204  0.719  0.277
H  -1.990  -2.001  -0.941  0.364
H  -0.291  -1.735  -1.156  0.391
H  -1.007  0.949  1.200  0.020
H  -2.149  2.524  -0.691  0.017
H  -2.048  0.555  -2.297  0.025
H  -3.306  0.287  0.042  0.032
H  1.808  -0.148  -0.333  0.299

Properties
**Gap between HOMO and LUMO**: 0.2474 Eh
**Energy**: -595.50834 a.u.
**Largest force on an atom**: 0.0259 hartree/bohr
**Total charge**: -1
**M**: 232.03 g/mol

***

(4)
Molecular formula: C4H10FOP
Method: DFT, ωB97M-V/def2-TZVPD

Last column: Mulliken charge in e.
CARTESIAN COORDINATES (ANGSTROEM)
C  0.719  1.771  -1.438  -0.863
C  -0.236  -1.303  2.002  -0.203
C  0.345  0.179  -1.530  -0.443
C  -0.444  -0.434  2.950  -0.479
O  2.643  -0.737  -2.913  -0.442
F  1.154  -2.291  -1.991  -0.333
P  1.975  -0.902  -1.517  0.372
H  1.564  1.872  -2.111  0.294
H  -0.157  2.442  -1.669  0.291
H  0.870  2.100  -0.402  0.253
H  0.472  -1.026  1.196  -0.009
H  -0.531  -2.359  1.937  0.257
H  2.087  -0.734  -3.719  0.346
H  -0.329  -0.119  -2.388  0.383
H  -0.045  -0.160  -0.573  0.097
H  0.038  0.519  2.920  0.228
H  -1.003  -0.604  3.847  0.250

Properties
**Structure (SMILES)**: CCP(O)F.C=C
**Gap between HOMO and LUMO**: 0.3744 Eh
**Energy**: -674.85032 a.u.
**Largest force on an atom**: 0.0636 hartree/bohr
**Total charge**: 0
**M**: 124.09 g/mol

***

(5)
Molecular formula: C4H10GaO2
Method: DFT, ωB97M-V/def2-TZVPD

Last column: Mulliken charge in e.
CARTESIAN COORDINATES (ANGSTROEM)
O  2.221  -1.419  1.117  -0.593
C  1.705  -0.700  0.296  0.320
O  1.581  -1.091  -1.012  -0.466
C  1.252  0.704  0.594  -0.426
C  0.164  1.359  -0.286  -0.612
C  -0.961  0.466  -0.838  -0.832
Ga  -1.856  -0.856  0.432  0.213
H  1.115  -1.944  -0.995  0.362
H  2.160  1.321  0.522  0.293
H  0.964  0.706  1.650  0.310
H  0.671  1.876  -1.117  0.266
H  -0.291  2.142  0.336  0.334
H  -1.754  1.143  -1.188  0.443
H  -0.600  -0.046  -1.738  0.253
H  -0.797  -1.947  0.970  -0.271
H  -3.014  -1.626  -0.413  -0.328
H  -2.561  -0.086  1.670  -0.267

Properties
**Gap between HOMO and LUMO**: 0.3051 Eh
**Energy**: -2233.66504 a.u.
**Largest force on an atom**: 0.0123 hartree/bohr
**Total charge**: -1
**M**: 159.84 g/mol

***

(6)
Molecular formula: C4H10INO
Method: DFT, ωB97M-V/def2-TZVPD

Last column: Mulliken charge in e.
CARTESIAN COORDINATES (ANGSTROEM)
C  1.527  -0.192  1.224  -1.698
C  -1.059  -1.610  -1.158  -0.565
C  0.467  1.290  -0.464  -0.609
C  0.365  0.577  0.821  -0.002
N  -1.243  -1.309  0.281  -0.424
O  -0.778  1.866  -0.866  -0.429
I  -3.036  -0.303  0.615  0.050
H  2.192  0.206  1.961  0.417
H  2.283  -0.409  0.505  0.383
H  1.324  -1.093  1.577  0.526
H  -0.392  -0.741  -1.654  0.126
H  -0.577  -2.494  -1.137  0.293
H  -1.988  -1.718  -1.659  0.372
H  1.298  2.009  -0.278  0.323
H  0.637  0.467  -1.105  0.305
H  -0.252  0.914  1.539  0.563
H  -0.767  2.540  -0.202  0.370

Properties
**Gap between HOMO and LUMO (spin up / spin down)**: 0.2708 / 0.3178 Eh
**Energy**: -585.89017 a.u.
**Largest force on an atom**: 0.0953 hartree/bohr
**Total charge**: 0
**M**: 215.03 g/mol